{
  "formula": "C17H23NO3",
  "method": "ωB97M-V/def2-TZVPD",
  "total_energy_ev": -25635.9120,
  "total_charge": 0,
  "orbital_gap_ev": 9.58,
  "fmax_ev_per_a": 0.5,
  "elements": ["O", "O", "O", "N", "C", "C", "C", "C", "C", "C", "C", "C", "C", "C", "C", "C", "C", "C", "C", "C", "C", "H", "H", "H", "H", "H", "H", "H", "H", "H", "H", "H", "H", "H", "H", "H", "H", "H", "H", "H", "H", "H", "H", "H"],
  "coordinates": [[-3.34123, 1.34299, 0.05032], [2.51869, 2.48097, -0.84931], [-3.99265, -0.69053, -0.64045], [0.75561, 1.20400, -0.31337], [2.28679, 1.93373, 1.46618], [2.41517, -1.59459, 0.85008], [-0.86551, -0.58301, -0.04888], [-1.79075, -0.05894, -1.16403], [-3.11622, 0.30765, -0.52055], [2.94928, 0.61343, 1.94187], [4.08247, -1.02728, -1.27632], [3.96280, -0.12867, -0.23273], [0.35644, 1.14435, -1.70884], [2.53890, -2.49895, -0.19115], [-1.15950, 1.17008, -1.83285], [-0.14706, 0.57779, 0.63001], [-5.20432, -0.89200, 1.46568], [1.86892, 1.89985, 0.00222], [-5.26573, -0.52467, -0.00975], [3.11252, -0.39423, 0.83512], [3.36571, -2.21250, -1.26259], [4.52065, 0.79469, -0.25303], [-1.54079, 2.06965, -1.34477], [-1.43840, 1.21395, -2.88553], [3.93564, 0.84585, 2.34887], [-0.89120, 1.30367, 0.98619], [-1.97670, -0.85957, -1.88295], [0.80429, 2.00613, -2.20953], [3.45703, -2.91301, -2.07990], [1.42718, 2.17861, 2.09025], [0.41202, 0.20385, 1.48579], [0.76529, 0.23704, -2.17158], [-6.19653, -0.81813, 1.90102], [1.77059, -1.83277, 1.68591], [4.73760, -0.80174, -2.10455], [-5.94047, -1.18778, -0.55430], [-0.12225, -1.25977, -0.47252], [-4.83849, -1.90907, 1.58568], [2.36326, 0.17081, 2.75055], [-5.58520, 0.51559, -0.12870], [-1.44495, -1.14061, 0.68918], [3.00304, 2.75191, 1.54676], [-4.53898, -0.21072, 1.99060], [1.98699, -3.42806, -0.16409]]
}

{
  "formula": "C17H23NO4",
  "method": "ωB97M-V/def2-TZVPD",
  "total_energy_ev": -27681.6360,
  "total_charge": 0,
  "orbital_gap_ev": 8.52,
  "fmax_ev_per_a": 1.1,
  "elements": ["O", "O", "O", "O", "N", "C", "C", "C", "C", "C", "C", "C", "C", "C", "C", "C", "C", "C", "C", "C", "C", "C", "H", "H", "H", "H", "H", "H", "H", "H", "H", "H", "H", "H", "H", "H", "H", "H", "H", "H", "H", "H", "H", "H", "H"],
  "coordinates": [[-1.83518, 1.85795, 1.12212], [6.25762, 1.05947, -0.50649], [-1.98428, -0.28541, 1.82594], [0.49757, -0.83240, 1.13076], [-3.83655, -0.24354, -0.38176], [-1.35725, 0.76080, 1.28664], [-3.38658, -0.17794, 2.02173], [4.31481, -0.40995, -0.28158], [6.55111, 1.21953, 0.85914], [3.42472, 0.64550, -0.28457], [1.77386, -0.83950, 0.69825], [2.14015, 0.43635, 0.21420], [0.98083, 1.24313, 0.38108], [-4.10531, -0.90304, 0.87329], [-3.47514, -1.12559, -1.47351], [-4.02429, 1.98278, -1.39195], [2.66393, -1.90379, 0.69840], [3.93105, -1.66589, 0.20903], [5.71365, -0.20210, -0.81795], [-1.98922, -1.47379, -1.42536], [-4.75774, 0.82278, -0.72564], [0.03094, 0.43083, 0.93369], [6.37588, -1.00277, -0.45382], [4.65202, -2.47021, 0.19960], [-3.58079, 1.67518, -2.33547], [-1.73204, -2.14478, -2.24179], [-1.73396, -1.95451, -0.48429], [-1.39767, -0.56584, -1.51481], [-5.56916, 0.45814, -1.37976], [-3.23255, 2.32981, -0.73399], [-4.71431, 2.80080, -1.58346], [-5.21493, 1.18812, 0.19641], [-3.68521, -0.61216, -2.41334], [-3.66461, 0.87987, 2.04402], [5.65162, 1.13214, 1.47934], [-3.72171, -1.92485, 0.83317], [6.97266, 2.21648, 0.96926], [0.85477, 2.27615, 0.13102], [-5.18081, -0.94812, 1.10806], [2.37161, -2.87143, 1.07263], [5.69506, -0.24032, -1.91264], [7.28384, 0.47444, 1.19439], [-4.07488, -2.05184, -1.46083], [3.72788, 1.61086, -0.65941], [-3.61142, -0.65134, 2.98022]]
}